1.
39
Properties=species:S:1:pos:R:3 method="wB97M-V/def2-TZVPD" e_homo_ev=-9.1325 e_lumo_ev=0.053 e_tot_ev=-28955.68742 smiles="CCOB(O)[Si@@H](CCCCOC=O)N=C(C)C" gap_ev=9.1855
C -3.539 -2.822 4.176
C -3.228 -1.364 3.440
O -3.429 -1.412 1.964
B -2.178 -1.792 1.275
O -1.373 -2.943 1.792
Si -1.458 -0.851 -0.288
C -0.997 0.916 0.321
C 0.608 1.197 0.504
C 0.983 2.487 -0.490
C 2.589 2.534 -0.869
O 2.845 3.286 -2.119
C 4.262 3.684 -2.116
O 4.629 4.827 -2.751
N -0.090 -1.834 -0.907
C 0.582 -1.228 -1.938
C -0.068 -0.463 -3.231
C 2.248 -1.345 -1.878
H -4.109 -2.698 5.210
H -4.214 -3.506 3.469
H -2.517 -3.396 4.398
H -2.110 -1.056 3.690
H -3.965 -0.556 3.918
H -1.657 -3.706 1.203
H -2.582 -0.711 -1.224
H -1.453 1.731 -0.388
H -1.488 1.074 1.393
H 1.304 0.278 0.309
H 0.841 1.556 1.617
H 0.639 3.524 -0.010
H 0.353 2.313 -1.487
H 2.994 1.440 -1.024
H 3.136 2.990 0.073
H 5.020 2.961 -1.571
H 0.836 -0.211 -3.970
H -0.759 -1.207 -3.858
H -0.582 0.563 -3.002
H 2.668 -0.949 -2.898
H 2.713 -0.816 -0.943
H 2.546 -2.494 -1.789

=====

2.
42
Properties=species:S:1:pos:R:3 method="wB97M-V/def2-TZVPD" e_homo_ev=-9.2336 e_lumo_ev=0.536 e_tot_ev=-69723.71466 gap_ev=9.7692
C -3.059 0.486 0.219
C -1.903 0.658 -0.838
O -1.764 -0.609 -1.479
C -0.415 -1.016 -1.615
C -0.368 -2.552 -1.280
O -0.429 -2.646 0.139
C -0.251 -3.963 0.582
O 0.963 -4.565 0.085
S 2.241 -4.465 1.154
O 1.992 -5.422 2.265
O 2.117 -2.931 1.884
C 3.368 -2.222 1.926
Cl 4.842 -3.269 1.782
C 3.287 -1.078 0.866
C 3.813 -1.451 -0.567
Cl 4.108 0.430 1.454
H -2.730 -0.139 1.081
H -3.939 0.024 -0.269
H -3.352 1.470 0.647
H -1.016 0.987 -0.265
H -2.226 1.475 -1.506
H -0.065 -0.887 -2.668
H 0.285 -0.532 -0.903
H -1.202 -3.057 -1.810
H 0.591 -2.924 -1.710
H -0.157 -3.902 1.692
H -1.128 -4.620 0.393
H 3.436 -1.739 2.923
H 2.212 -0.824 0.755
H 4.083 -2.514 -0.696
H 4.634 -0.750 -0.812
H 2.996 -1.237 -1.296
C -3.223 5.366 -0.969
S -1.520 4.784 -0.855
O -1.566 3.369 -0.382
C -1.066 5.807 0.558
H -3.716 4.822 -1.774
H -3.744 5.177 -0.030
H -3.228 6.433 -1.196
H -1.724 5.590 1.400
H -1.140 6.860 0.283
H -0.037 5.576 0.831

=====

3.
40
Properties=species:S:1:pos:R:3 method="wB97M-V/def2-TZVPD" e_homo_ev=-12.9216 e_lumo_ev=-2.731 e_tot_ev=-76352.98204 total_charge=+1 gap_ev=10.1910
C 0.280 -2.329 3.841
C -0.419 -1.595 2.702
N 0.085 -2.075 1.379
P 0.271 -0.957 0.187
C 1.400 -1.593 -1.042
C 2.891 -1.267 -0.733
C 3.603 -0.479 -1.843
O 4.201 0.688 -1.325
C 3.559 1.885 -1.702
C -1.359 -0.565 -0.587
F -2.332 -1.261 0.087
C -1.657 0.936 -0.640
C -2.223 1.333 -2.005
H 0.170 -1.777 4.769
H 1.341 -2.475 3.638
H -0.170 -3.308 3.989
H -0.297 -0.517 2.815
H -1.482 -1.820 2.739
H 0.955 -2.589 1.492
H 0.765 0.265 0.666
H 1.108 -1.168 -2.003
H 1.235 -2.667 -1.124
H 3.400 -2.217 -0.587
H 2.994 -0.725 0.205
H 2.919 -0.216 -2.651
H 4.396 -1.093 -2.268
H 4.011 2.693 -1.136
H 2.488 1.860 -1.475
H 3.693 2.096 -2.764
H -1.319 -0.959 -1.605
H -0.716 1.478 -0.517
H -2.327 1.192 0.176
H -1.465 1.138 -2.765
H -2.488 2.383 -2.035
H -3.092 0.730 -2.266
C -4.890 2.998 0.878
Cl -5.285 1.497 0.026
Cl -3.968 2.614 2.339
Cl -3.907 4.028 -0.172
Cl -6.370 3.835 1.314

=====

4.
61
Properties=species:S:1:pos:R:3 method="wB97M-V/def2-TZVPD" e_homo_ev=4.2154 e_lumo_ev=7.192 e_tot_ev=-110279.05717 e_above_lowest_ev=0.000 total_charge=-4 gap_ev=2.9770
Hg 0.011 0.236 -1.280
S 0.779 1.279 -3.953
O 0.905 0.720 -5.283
O 1.561 0.455 -2.963
O 1.375 2.637 -3.853
O -0.591 1.179 -3.439
S -3.271 -1.336 -1.385
O -4.361 -0.534 -0.780
O -3.204 -1.172 -2.826
O -1.895 -0.960 -0.847
O -3.512 -2.758 -1.108
C -1.599 4.536 -0.654
F -0.808 4.493 0.419
F -2.466 5.568 -0.540
F -0.862 4.792 -1.746
S -2.611 2.954 -0.938
O -3.694 3.070 0.043
O -3.139 2.976 -2.277
O -1.664 1.901 -0.621
C 1.539 -4.232 -2.473
F 1.549 -5.434 -3.120
F 1.317 -4.513 -1.184
F 2.769 -3.724 -2.652
S 0.209 -3.073 -3.181
O 0.248 -1.894 -2.316
O 0.606 -2.789 -4.544
O -0.993 -3.870 -3.058
C -2.531 -0.270 2.561
C -1.059 0.129 2.629
C -0.307 -0.453 3.837
O -0.100 -1.872 3.688
C -0.356 -2.590 4.853
N -0.515 -0.392 1.347
H -2.905 -0.152 3.597
H -2.648 -1.356 2.453
H -3.077 0.122 1.703
H -1.068 1.224 2.677
H -0.892 -0.217 4.734
H 0.705 -0.076 4.023
H 0.356 -3.423 4.911
H -1.335 -3.083 4.898
H -0.251 -2.091 5.825
H -0.216 -1.342 1.536
H -1.270 -0.455 0.644
C 1.667 2.167 1.532
C 2.323 2.080 0.162
C 3.041 0.770 -0.264
O 2.111 -0.290 -0.305
C 2.670 -1.555 -0.459
N 1.409 2.324 -0.948
H 1.522 1.162 1.933
H 0.753 2.751 1.475
H 2.416 2.523 2.252
H 3.138 2.825 0.063
H 3.725 0.532 0.569
H 3.563 0.972 -1.201
H 2.745 -1.864 -1.502
H 1.942 -2.306 -0.131
H 3.584 -1.791 0.101
H 0.792 3.104 -0.780
H 1.870 2.387 -1.856